(1)
Below is 17 unconnected molecules or ions with the total composition H34O17, with properties calculated with wB97M-V/def2-TZVPD.

For the total energy, the calculation gives -35359.7935 eV. Its spin multiplicity is 1. As for the net charge: 0.

Each line ends with the Mulliken charge.
CARTESIAN COORDINATES (ANGSTROEM)
O -1.711 2.916 -2.609  -0.63
H -0.900 2.496 -2.895  0.28
H -1.452 3.810 -2.385  0.29
O 0.431 -3.841 -1.832  -0.66
H 0.906 -3.703 -1.012  0.27
H 0.569 -3.033 -2.327  0.33
O -0.376 0.005 1.072  -0.70
H -0.508 0.580 0.318  0.29
H 0.460 0.285 1.444  0.28
O 5.029 -2.120 -0.740  -0.62
H 5.323 -2.455 -1.587  0.31
H 4.245 -1.610 -0.942  0.38
O 3.133 -0.101 -0.269  -0.70
H 4.002 0.298 -0.330  0.29
H 2.958 -0.153 0.670  0.35
O -2.837 -1.405 -1.916  -0.57
H -3.284 -2.110 -1.449  0.31
H -2.464 -1.828 -2.690  0.26
O -1.310 -4.655 0.230  -0.66
H -0.785 -4.481 -0.551  0.42
H -1.195 -3.877 0.776  0.41
O -0.837 -2.530 1.966  -0.62
H -0.615 -1.691 1.563  0.35
H 0.000 -2.876 2.276  0.28
O -4.346 4.181 0.001  -0.61
H -3.826 3.426 -0.272  0.29
H -4.129 4.864 -0.634  0.32
O -3.790 -3.871 1.682  -0.61
H -3.928 -3.453 2.532  0.30
H -2.840 -3.953 1.606  0.30
O 1.687 -1.294 -2.275  -0.61
H 1.928 -0.539 -2.811  0.27
H 2.053 -1.101 -1.411  0.38
O -3.662 0.961 -3.041  -0.60
H -3.899 0.229 -2.471  0.40
H -2.853 1.306 -2.664  0.29
O -2.259 5.415 1.900  -0.64
H -2.938 6.080 1.793  0.31
H -2.713 4.584 1.763  0.33
O -3.288 0.926 0.585  -0.54
H -2.670 0.694 1.279  0.29
H -3.043 0.366 -0.151  0.26
O 4.888 1.823 1.986  -0.57
H 4.443 1.362 2.697  0.27
H 5.377 2.521 2.422  0.30
O 3.974 3.268 -0.277  -0.61
H 3.288 3.871 0.009  0.30
H 3.960 2.563 0.370  0.30
O 3.065 -0.509 2.605  -0.55
H 2.850 -1.368 2.968  0.28
H 3.891 -0.271 3.025  0.23

***

(2)
Below is 17 unconnected molecules or ions with the total composition H34O17, with properties calculated with wB97M-V/def2-TZVPD.

For the total energy, the calculation gives -35356.1445 eV. Its spin multiplicity is 1. As for the net charge: 0.

Each line ends with the Mulliken charge.
CARTESIAN COORDINATES (ANGSTROEM)
O -3.058 -0.382 2.494  -0.72
H -2.997 0.426 2.957  0.31
H -2.086 -0.617 2.525  0.37
O -2.810 -2.607 4.109  -0.58
H -2.661 -3.376 3.622  0.27
H -3.297 -2.026 3.606  0.33
O -3.415 2.411 0.755  -0.64
H -4.232 2.823 1.143  0.30
H -3.967 1.658 0.371  0.34
O -0.455 0.578 1.029  -0.49
H -0.482 0.309 0.048  0.25
H -0.338 1.531 1.213  0.25
O 1.195 0.779 -1.745  -0.49
H 0.395 0.281 -1.949  0.34
H 1.887 0.779 -2.484  0.20
O 4.209 2.005 4.092  -0.60
H 4.070 1.256 3.365  0.31
H 3.580 2.580 3.919  0.27
O 0.022 -1.229 3.415  -0.56
H 0.314 -0.307 3.646  0.33
H 0.374 -1.308 2.560  0.22
O 2.142 -4.764 -1.420  -0.65
H 2.106 -3.983 -0.703  0.32
H 2.009 -5.541 -0.811  0.32
O -0.602 -1.554 5.847  -0.66
H -1.487 -1.617 5.239  0.39
H -0.118 -2.229 5.372  0.29
O -1.267 -0.019 -2.242  -0.64
H -1.483 -0.692 -2.997  0.25
H -2.111 0.278 -1.953  0.31
O 4.472 1.642 -1.625  -0.52
H 4.895 1.365 -0.903  0.29
H 4.945 2.475 -1.707  0.30
O -3.498 2.192 -1.980  -0.62
H -2.921 2.116 -1.246  0.32
H -4.087 2.909 -1.634  0.29
O 4.835 0.650 1.125  -0.69
H 5.580 0.160 0.911  0.32
H 4.101 0.159 0.713  0.33
O 2.450 -3.096 -4.046  -0.62
H 1.721 -2.444 -3.560  0.30
H 2.742 -3.565 -3.300  0.32
O 1.141 1.928 -4.975  -0.62
H 1.169 1.323 -4.300  0.28
H 1.595 2.826 -5.035  0.33
O -0.935 3.519 -2.175  -0.63
H -0.211 3.013 -1.838  0.32
H -1.351 2.925 -2.734  0.34
O -3.916 -1.531 -2.495  -0.63
H -3.591 -2.514 -2.407  0.33
H -4.573 -1.495 -1.812  0.30